Entry 1:
73
Properties=species:S:1:pos:R:3:forces:R:3 method="wB97M-V/def2-TZVPD" energy_ev=-302442.308 homo_lumo_gap_ev="3.49 / 3.49" total_charge=+3 spin_multiplicity=1 lumo_energy_ev="-11.675 / -11.671"
Os 1.57706 0.18417 0.14391 0.65 -0.26 0.43
Br 2.10996 -0.27633 6.87101 -0.05 0.00 -0.73
C 1.96966 -0.18193 4.99071 -0.14 0.01 0.08
C 0.72146 -0.11173 4.36281 0.39 -0.02 0.30
C 0.67396 -0.02593 2.98871 -0.20 -0.02 0.17
N 1.76896 0.01907 2.21781 -0.07 -0.34 0.21
C 2.98446 -0.05253 2.81111 -0.26 0.04 0.43
C 3.10966 -0.17663 4.18831 -0.21 0.05 -0.07
C 4.15216 -0.01273 1.91401 0.28 0.01 -0.05
C 5.44626 0.24377 2.35121 -0.18 -0.17 -0.20
C 6.49496 0.23127 1.43131 0.29 0.00 -0.05
Br 8.26526 0.56147 2.00521 -0.76 -0.12 -0.28
C 6.20296 -0.04753 0.09461 0.02 -0.09 0.35
C 4.88796 -0.27623 -0.25979 0.16 -0.08 -0.55
N 3.87986 -0.25113 0.61111 -2.12 1.22 -0.10
H -0.18474 -0.12913 4.94611 -0.11 0.00 0.00
H -0.28034 0.00607 2.46941 0.15 0.03 0.04
H 4.08176 -0.28353 4.63761 0.12 0.04 0.07
H 5.65906 0.45877 3.38511 -0.06 0.01 0.12
H 6.97866 -0.09633 -0.65229 0.07 0.01 -0.06
H 4.63286 -0.51553 -1.28469 0.00 0.15 -0.01
C 2.00386 3.17337 0.76211 0.59 0.40 0.02
C 0.98376 2.10727 0.51801 -0.30 -1.35 0.08
O -0.20494 2.27747 0.59311 0.50 0.14 -0.09
H 1.64606 4.12237 0.35631 -0.10 -0.10 -0.04
H 2.98826 2.95407 0.35551 -0.02 -0.07 0.02
H 2.09136 3.30907 1.84381 -0.03 -0.12 0.02
C 1.18716 0.66457 -6.21069 0.07 0.03 -0.41
C 1.22696 0.55787 -4.73849 -0.02 -0.01 0.62
C 1.49226 -0.65023 -4.08489 -0.03 0.18 0.08
C 1.58936 -0.68333 -2.70979 0.09 -0.26 -0.27
N 1.42606 0.40127 -1.92899 -0.02 -0.31 -0.24
C 1.13086 1.55757 -2.54939 -0.01 0.28 -0.06
C 1.02956 1.67347 -3.91779 0.07 -0.22 -0.02
H 0.82186 -0.24603 -6.67999 -0.06 -0.02 0.01
H 2.20246 0.82457 -6.58299 0.03 0.01 -0.01
H 0.58976 1.51297 -6.53299 -0.05 0.01 -0.06
H 1.62376 -1.55723 -4.65749 0.06 -0.07 0.04
H 1.82166 -1.61713 -2.20649 -0.05 0.06 0.03
H 0.97866 2.42667 -1.92069 0.04 -0.05 -0.06
H 0.81166 2.63457 -4.35819 -0.03 0.11 0.03
C -6.80164 0.80597 1.77451 0.38 -0.28 -0.34
Ge -5.42914 -0.06703 0.65961 0.38 0.09 -0.07
C -4.62014 -1.70303 1.44901 -0.41 0.50 -0.21
C -5.89934 -0.22893 -1.26229 0.08 0.07 0.66
C -3.72414 1.24647 0.83051 -0.50 -0.23 -0.15
Se -2.38734 0.86587 -0.43109 -0.02 0.05 -0.13
C -2.75394 2.28517 -1.69619 0.02 0.08 0.02
H -7.70184 0.19807 1.71771 -0.10 -0.08 0.00
H -7.04714 1.80297 1.42121 0.05 0.07 -0.11
H -6.49244 0.86257 2.81341 0.10 -0.03 0.08
H -5.18354 -2.58713 1.16571 -0.07 -0.09 -0.08
H -4.64984 -1.62703 2.53231 0.01 0.04 0.12
H -3.58634 -1.83253 1.13571 0.09 0.02 -0.11
H -6.67944 -0.98283 -1.34949 -0.04 -0.08 0.00
H -5.06484 -0.53503 -1.88949 0.11 -0.03 0.03
H -6.30984 0.70217 -1.64499 0.00 0.11 0.02
H -3.37044 1.03427 1.83501 0.07 -0.09 0.10
H -4.05964 2.27387 0.74121 0.00 0.14 -0.01
H -3.80054 2.23917 -1.99059 -0.04 -0.05 0.02
H -2.11934 2.15937 -2.57059 0.00 -0.11 0.06
H -2.54454 3.24017 -1.21579 -0.02 -0.03 0.05
C 1.09726 -3.65783 0.97631 0.27 0.10 0.21
N -0.03914 -3.62493 0.08561 -0.01 -0.07 -0.07
C -0.66684 -2.51583 -0.31939 -0.11 -0.70 -0.23
N -1.77754 -2.69633 -1.05909 -0.10 0.11 -0.08
O -0.28204 -1.35193 -0.05249 1.10 1.32 0.38
H 1.85916 -4.33393 0.58591 -0.03 0.11 0.01
H 0.79836 -4.00873 1.96561 0.07 0.10 0.00
H 1.50916 -2.64773 1.05961 0.01 -0.22 0.05
H -0.43624 -4.52013 -0.15939 -0.04 0.11 -0.04
H -2.13974 -3.61083 -1.26759 -0.02 -0.02 0.00
H -2.26934 -1.89503 -1.41379 0.06 0.00 0.03

---

Entry 2:
112
Properties=species:S:1:pos:R:3:forces:R:3 method="wB97M-V/def2-TZVPD" energy_ev=-3255902.971 homo_lumo_gap_ev=8.67 total_charge=+1 spin_multiplicity=1 lumo_energy_ev=-2.746
C 0.86331 2.70276 -3.22781 -0.73 1.00 0.24
C -0.30002 3.06219 -2.24603 0.33 -1.36 -0.92
Br -1.86099 3.59174 -3.31549 0.13 -0.04 0.28
C -0.70517 1.81118 -1.43198 0.11 1.16 -0.14
N 0.32878 1.56962 -0.41962 -1.21 0.70 -1.61
C 0.24314 0.52727 0.33335 2.43 0.08 1.50
N 1.22482 0.26904 1.27747 -2.03 -1.28 -0.83
C 0.78084 -0.87410 1.77750 0.92 -1.16 2.38
C 1.37247 -1.79482 2.85495 0.06 0.28 -1.59
C 1.86273 -3.08893 2.09495 0.30 0.34 0.21
C 3.36194 -3.40481 2.29901 -0.23 0.09 -0.47
C 4.28989 -2.65338 1.31399 -0.30 -0.43 -0.02
C 4.06832 -3.02981 -0.17830 0.79 0.19 0.03
N 3.74452 -4.45704 -0.39691 -0.05 0.55 -0.18
N -0.35637 -1.30315 1.23091 0.04 -0.43 0.46
N -0.69436 -0.40240 0.29821 -0.45 0.84 -0.97
H 0.85699 1.65737 -3.55600 -0.07 0.15 0.26
H 0.72724 3.33909 -4.12454 0.54 -0.56 0.78
H 1.80177 2.96813 -2.72577 0.02 -0.24 -0.38
H -0.00752 3.90348 -1.61057 -0.40 -0.10 -0.06
H -1.67728 1.96368 -0.94886 0.18 0.07 0.09
H -0.80529 0.95009 -2.11443 0.22 0.23 0.13
H 1.12585 2.15833 -0.26970 0.20 0.36 -0.02
H 2.17832 -1.26556 3.36799 -0.12 -0.17 -0.03
H 0.58983 -2.08141 3.56777 0.21 0.33 -0.08
H 1.70203 -2.95605 1.01248 -0.01 -0.12 0.31
H 1.19441 -3.90777 2.40432 0.39 0.06 -0.07
H 3.66458 -3.23049 3.34164 -0.12 0.09 -0.27
H 3.51564 -4.47141 2.11145 -0.07 0.31 -0.06
H 4.20061 -1.55998 1.39126 0.10 -0.17 0.18
H 5.31903 -2.94525 1.57604 -0.26 0.27 -0.03
H 5.03146 -2.84219 -0.68528 -0.38 0.18 0.17
H 3.34756 -2.36442 -0.68638 0.05 -0.22 0.38
H 2.86589 -4.47957 -0.88543 -0.52 -0.28 0.00
H 4.39301 -4.78588 -1.09548 0.25 -0.38 -0.03
H -0.89661 -2.12394 1.41261 -0.18 -0.36 0.16
H -1.48199 -0.44010 -0.31089 -0.53 -0.28 -0.14
C -0.21594 -6.27125 -0.92283 0.13 -0.10 0.05
Br 1.01532 -6.43080 -2.39718 -0.11 0.07 0.24
Br 0.43622 -7.17198 0.65807 0.02 0.13 -0.13
Br -0.67515 -4.42655 -0.56122 0.13 -0.04 -0.06
H -1.12864 -6.76962 -1.21979 -0.05 0.05 0.05
C -0.79364 -0.02182 6.32256 0.30 0.04 0.25
Br -1.08948 0.27924 4.43416 0.00 0.07 0.20
Br -0.08895 -1.78659 6.68473 -0.21 0.19 -0.09
Br 0.34795 1.31756 7.11208 -0.14 -0.08 -0.26
H -1.75652 0.05141 6.80616 -0.05 -0.06 -0.04
C 1.86488 -6.19053 4.54634 0.12 -0.06 0.03
Br 1.26440 -4.56533 5.39635 0.60 -0.07 0.14
Br 3.75316 -6.11412 4.16360 -0.13 -0.46 0.33
Br 1.38375 -7.75961 5.56056 0.01 0.20 -0.11
H 1.35281 -6.25986 3.59565 -0.02 0.05 -0.02
C -1.33490 2.49109 -7.07534 -0.12 0.02 -0.10
Br -2.81295 3.71294 -7.31904 0.32 -0.19 0.04
Br -1.91727 0.77749 -6.38719 -0.01 0.17 -0.08
Br -0.29236 2.29667 -8.68070 -0.07 -0.02 0.09
H -0.68499 2.92498 -6.33100 -0.01 -0.04 0.07
C 2.96104 4.96376 7.84079 -0.02 0.13 0.07
Br 2.81353 3.26738 8.74991 -0.06 0.14 -0.10
Br 1.56994 5.24288 6.53247 -0.48 0.01 0.62
Br 3.06842 6.43145 9.08670 -0.06 -0.17 -0.15
H 3.89179 4.94117 7.29724 0.11 -0.02 -0.06
C -2.24955 -6.63713 3.59843 -0.18 -0.05 0.16
Br -2.88466 -7.87747 4.93076 0.06 0.17 -0.14
Br -3.44867 -6.54285 2.08898 0.16 0.05 0.09
Br -1.89686 -4.89470 4.37338 -0.44 -0.25 -0.35
H -1.30925 -7.02173 3.23013 0.03 0.03 -0.03
C 2.84063 5.42229 -5.94849 0.09 0.08 0.06
Br 3.23377 7.22624 -5.39369 -0.09 -0.23 -0.01
Br 3.89414 4.12515 -4.97939 -0.10 0.12 -0.06
Br 0.94924 5.03857 -5.83608 0.12 0.51 -0.27
H 3.11796 5.34177 -6.98897 -0.02 -0.03 -0.03
C -7.17937 4.49640 -6.88746 -0.01 0.05 0.11
Br -8.88459 4.78525 -6.03038 0.19 -0.01 -0.06
Br -6.25286 6.15735 -7.22547 -0.06 -0.15 0.06
Br -6.08076 3.25666 -5.89745 -0.22 0.23 -0.02
H -7.37990 4.04439 -7.84743 0.00 -0.02 -0.02
C 5.05014 -7.83768 -0.49510 -0.04 -0.02 0.08
Br 6.16713 -6.90008 0.76686 -0.01 -0.11 -0.10
Br 5.63016 -7.54971 -2.31526 -0.05 0.00 0.16
Br 4.91071 -9.71563 -0.07357 0.04 0.20 -0.06
H 4.05738 -7.41744 -0.40918 0.00 0.05 0.01
C 2.64250 3.50397 3.27862 0.06 -0.11 0.18
Br 2.57055 4.05340 1.42368 0.02 0.03 0.09
Br 3.03261 1.62212 3.45053 0.19 0.40 0.25
Br 3.87415 4.58984 4.29084 0.52 -0.52 -0.62
H 1.65778 3.66550 3.69553 -0.02 0.02 0.03
C -2.33343 7.30837 -1.02635 0.06 0.08 0.02
Br -1.04702 7.35633 -2.46521 -0.06 -0.01 0.17
Br -1.67708 6.29861 0.49054 0.50 0.52 -0.06
Br -2.90409 9.07776 -0.51525 0.10 -0.22 -0.02
H -3.20711 6.79156 -1.39923 0.00 -0.03 0.00
C 1.99626 9.38397 3.73236 0.13 0.15 0.05
Br 3.07612 7.79656 3.94193 -0.23 0.25 -0.09
Br 1.81924 10.34966 5.39363 0.04 -0.10 -0.14
Br 2.66378 10.51038 2.31570 -0.05 -0.08 0.12
H 1.00644 9.06086 3.44539 0.00 -0.02 -0.01
C -4.06353 -6.89381 -3.00785 0.03 0.13 -0.05
Br -2.71011 -8.25439 -2.78405 -0.14 0.13 -0.03
Br -4.21500 -5.74614 -1.46163 0.04 -0.16 -0.02
Br -3.77621 -5.83415 -4.58772 0.05 -0.14 0.03
H -5.00719 -7.40596 -3.12328 -0.02 -0.01 0.01
C -6.71268 -1.13201 -6.49037 0.02 0.12 0.00
Br -5.32512 -2.46073 -6.32437 -0.05 0.10 0.01
Br -6.91651 -0.10856 -4.86197 0.05 -0.20 -0.15
Br -6.43747 -0.00607 -8.03318 0.02 -0.12 0.18
H -7.64223 -1.65880 -6.64445 -0.01 -0.03 0.00
C -4.41070 3.02578 1.44799 -0.18 0.39 0.02
Br -3.02398 1.68705 1.63165 -0.05 0.09 0.00
Br -4.62940 4.04958 3.06738 0.13 -0.15 -0.19
Br -4.11702 4.16475 -0.08408 -0.41 -0.70 0.04
H -5.33731 2.49818 1.27885 0.02 -0.08 0.00

---

Entry 3:
73
Properties=species:S:1:pos:R:3:forces:R:3 method="wB97M-V/def2-TZVPD" energy_ev=-106039.084 homo_lumo_gap_ev=7.70 total_charge=0 spin_multiplicity=1 lumo_energy_ev=0.236
Zn -0.66923 -1.59541 -1.33023 0.07 -0.03 -0.30
Te 1.23373 -2.05668 -2.95742 0.08 -0.05 -0.27
C 2.92163 -1.90600 -1.69659 -0.02 -0.02 0.09
C 2.90689 -2.37221 -0.38411 0.03 -0.02 -0.01
C 4.02636 -2.24552 0.42810 -0.01 0.01 -0.01
C 5.18715 -1.66511 -0.06474 -0.02 0.00 0.00
C 5.22148 -1.22870 -1.38142 -0.03 0.01 -0.03
C 4.09946 -1.35115 -2.19242 0.02 0.03 0.08
H 2.02022 -2.86345 -0.00241 -0.03 0.01 0.03
H 3.99493 -2.61579 1.44589 0.00 -0.01 0.01
H 6.06287 -1.57403 0.56427 0.01 0.01 0.01
H 6.12643 -0.79072 -1.78382 0.01 -0.01 -0.01
H 4.14379 -1.01353 -3.22044 0.00 0.02 -0.01
O -0.74450 -0.02693 -0.18041 -0.08 0.07 0.27
P 0.13048 1.06299 0.37167 -0.03 -0.23 -0.04
N -0.72917 2.45465 0.46938 -0.03 0.13 0.08
C -2.08701 2.45344 1.04618 0.02 0.03 -0.01
C -2.22783 3.84604 1.65720 -0.01 0.01 -0.05
C -1.32948 4.70636 0.76850 0.01 -0.02 0.03
C -0.13095 3.79773 0.50614 -0.04 0.00 -0.05
N 1.41558 1.33501 -0.59976 -0.06 0.39 -0.07
C 2.72526 1.82869 -0.12738 0.05 -0.17 -0.02
C 3.35817 2.49043 -1.36030 0.00 -0.06 -0.01
C 2.56814 1.93801 -2.54910 0.05 -0.04 0.00
C 1.16648 1.75348 -1.99437 0.03 -0.03 0.03
N 0.62105 0.65326 1.87330 0.21 -0.07 0.08
C 0.99724 1.57290 2.95085 -0.10 -0.04 -0.01
C 0.96749 0.67689 4.18304 0.02 0.00 -0.01
C 1.51439 -0.64560 3.64825 -0.02 0.00 0.00
C 0.92311 -0.74896 2.23995 -0.08 0.04 0.03
H -2.20201 1.65302 1.77898 0.00 -0.01 0.01
H -2.82576 2.29333 0.25655 0.01 -0.02 -0.01
H -1.85673 3.85179 2.68421 0.01 -0.01 0.01
H -3.26274 4.18370 1.66981 0.00 0.01 0.04
H -1.03498 5.64496 1.23488 -0.02 0.02 -0.02
H -1.83836 4.93282 -0.17017 0.01 0.00 -0.01
H 0.60621 3.89889 1.30982 0.01 -0.01 0.03
H 0.37040 4.03069 -0.43350 0.01 0.00 -0.01
H 3.32707 0.98916 0.22738 -0.01 -0.05 -0.01
H 2.62340 2.54161 0.69327 0.01 0.03 0.02
H 4.41884 2.25332 -1.42855 0.02 0.05 0.01
H 3.25971 3.57610 -1.30436 -0.03 0.00 0.00
H 2.96590 0.96802 -2.84988 -0.05 0.03 0.00
H 2.58316 2.60145 -3.41240 0.01 -0.01 -0.02
H 0.60114 0.98930 -2.52489 0.01 -0.03 0.00
H 0.60062 2.69186 -2.03286 0.00 0.01 0.00
H 0.29284 2.40166 3.01739 -0.02 0.02 -0.01
H 2.00298 1.98352 2.80476 0.01 0.02 0.00
H -0.06256 0.55007 4.52103 -0.01 0.01 0.01
H 1.55605 1.08481 5.00352 -0.02 -0.01 0.02
H 1.23556 -1.49864 4.26383 0.03 -0.01 0.01
H 2.60452 -0.60363 3.59838 0.00 0.00 -0.01
H 0.00551 -1.33946 2.22379 -0.02 0.02 0.00
H 1.62776 -1.19095 1.54122 0.07 -0.05 -0.07
N -1.82981 -4.43072 -2.33909 0.08 -0.17 0.11
C -2.24706 -4.00308 -1.11172 -0.04 0.08 0.03
O -1.57325 -3.10643 -0.50629 0.06 0.04 0.20
C -3.42803 -4.50717 -0.54592 -0.11 -0.06 -0.06
C -3.89432 -3.96205 0.67900 0.21 -0.25 -0.14
N -4.26640 -3.51401 1.67462 -0.08 0.11 0.03
C -4.17934 -5.50567 -1.21985 -0.04 0.23 0.22
N -4.79690 -6.29063 -1.79782 0.06 -0.09 -0.09
H -0.83565 -4.35180 -2.50899 -0.06 0.12 -0.06
H -2.27261 -5.25335 -2.72064 -0.02 0.04 0.01
C -5.73250 -1.70954 -1.19797 0.01 -0.04 0.00
C -4.90273 -0.43324 -1.35095 0.17 -0.03 -0.10
C -3.55622 -0.69160 -1.87014 -0.32 0.06 0.03
N -2.50668 -0.88612 -2.28647 0.07 -0.11 0.06
H -6.73954 -1.43792 -0.88709 -0.01 -0.02 0.00
H -5.30311 -2.36413 -0.44214 -0.05 0.09 -0.04
H -5.79225 -2.25556 -2.13783 -0.01 0.01 -0.02
H -4.78255 0.07394 -0.39203 0.01 -0.01 0.01
H -5.37375 0.27155 -2.03864 -0.01 0.00 0.00